Record 1
{
  "formula": "C20H31N3O4S",
  "method": "wB97M-V/def2-TZVPD",
  "e_tot_ev": -44738.485,
  "e_lumo_ev": 0.732,
  "smiles": "COc1ccc(N2CCN(C(=O)CN(C3CCCCC3)S(C)(=O)=O)CC2)cc1",
  "de_lowest_kcal_mol": 65.9,
  "elements": ["C", "O", "C", "C", "C", "C", "N", "C", "C", "N", "C", "O", "C", "N", "C", "C", "C", "C", "C", "C", "S", "C", "O", "O", "C", "C", "C", "C", "H", "H", "H", "H", "H", "H", "H", "H", "H", "H", "H", "H", "H", "H", "H", "H", "H", "H", "H", "H", "H", "H", "H", "H", "H", "H", "H", "H", "H", "H", "H"],
  "coordinates": [[-8.766, 1.189, 0.729], [-7.641, 1.829, 0.185], [-6.479, 1.114, 0.075], [-6.314, -0.212, 0.456], [-5.091, -0.835, 0.291], [-3.992, -0.162, -0.240], [-2.796, -0.859, -0.438], [-2.198, -1.524, 0.707], [-1.299, -2.659, 0.216], [-0.272, -2.094, -0.642], [0.948, -1.881, -0.112], [1.296, -2.417, 0.928], [1.949, -1.024, -0.885], [2.807, -0.384, 0.086], [4.143, -0.003, -0.343], [4.157, 1.242, -1.235], [5.582, 1.555, -1.683], [6.489, 1.757, -0.474], [6.474, 0.515, 0.411], [5.049, 0.208, 0.869], [1.967, 0.561, 1.180], [2.181, -0.276, 2.761], [2.548, 1.871, 1.288], [0.575, 0.506, 0.818], [-0.869, -1.420, -1.772], [-1.772, -0.279, -1.282], [-4.168, 1.172, -0.614], [-5.389, 1.794, -0.464], [-9.560, 1.934, 0.728], [-9.076, 0.331, 0.121], [-8.585, 0.857, 1.757], [-7.132, -0.778, 0.873], [-4.998, -1.873, 0.572], [-2.977, -1.913, 1.361], [-1.571, -0.817, 1.274], [-0.809, -3.155, 1.054], [-1.879, -3.385, -0.361], [1.449, -0.279, -1.511], [2.557, -1.681, -1.514], [4.533, -0.856, -0.916], [3.519, 1.079, -2.107], [3.751, 2.077, -0.664], [5.582, 2.454, -2.303], [5.963, 0.729, -2.290], [7.509, 1.968, -0.804], [6.134, 2.612, 0.102], [6.871, -0.337, -0.148], [7.112, 0.670, 1.283], [5.035, -0.691, 1.488], [4.666, 1.047, 1.449], [1.967, -1.323, 2.590], [1.473, 0.162, 3.453], [3.196, -0.121, 3.098], [-0.113, -1.049, -2.460], [-1.483, -2.156, -2.302], [-2.243, 0.198, -2.142], [-1.152, 0.448, -0.736], [-3.342, 1.741, -1.010], [-5.520, 2.825, -0.751]],
  "atomic_forces_ev_per_a": [[-0.2, -0.1, 0.1], [0.3, 0.1, -0.1], [0.1, 0.1, -0.1], [-0.3, 0.2, 0.1], [0.2, 0.1, 0.0], [-0.4, 0.1, 0.0], [0.2, -0.2, -0.2], [0.1, -0.3, 0.1], [-0.1, -0.1, 0.5], [-0.2, -0.2, -0.1], [0.1, -0.6, -0.3], [0.1, -0.1, 0.1], [-0.4, 0.1, 0.0], [-0.6, 0.4, 0.5], [0.4, 0.5, 0.2], [0.2, -0.2, -0.2], [-0.1, 0.2, 0.1], [0.1, -0.2, -0.2], [-0.1, 0.2, 0.2], [0.3, -0.3, -0.2], [0.3, 0.1, 0.7], [-0.1, 0.2, -0.7], [0.2, -0.1, 0.0], [0.0, -0.3, 0.0], [-0.1, 0.5, -0.2], [0.1, -0.2, -0.2], [0.1, -0.1, 0.1], [-0.4, 0.0, 0.1], [0.0, -0.1, 0.0], [0.0, 0.0, 0.0], [0.0, 0.0, 0.0], [-0.1, 0.0, 0.0], [0.0, -0.1, 0.0], [0.1, 0.0, 0.0], [-0.1, -0.1, 0.1], [-0.1, 0.0, -0.1], [0.0, 0.0, 0.1], [0.1, -0.2, -0.1], [0.0, 0.1, 0.1], [-0.1, 0.0, 0.1], [-0.1, 0.0, 0.0], [0.0, 0.0, -0.1], [0.0, 0.0, -0.1], [0.1, 0.0, -0.1], [0.0, 0.1, 0.0], [0.0, 0.1, 0.0], [0.1, -0.1, 0.0], [0.0, -0.1, 0.0], [0.0, 0.0, 0.1], [0.1, 0.0, 0.1], [0.0, -0.1, 0.0], [-0.1, 0.2, 0.1], [0.2, 0.1, 0.0], [0.0, 0.0, 0.0], [0.1, 0.1, 0.0], [0.0, 0.0, 0.0], [-0.1, 0.0, -0.2], [0.1, 0.0, -0.1], [0.0, 0.1, 0.0]]
}

Record 2
{
  "formula": "C56H48GeN4P2ReS",
  "method": "wB97M-V/def2-TZVPD",
  "charge": 2,
  "e_tot_ev": -152851.852,
  "s2": 3.83,
  "spin_multiplicity": 4,
  "e_lumo_ev": [-5.368, -6.727],
  "de_lowest_kcal_mol": 35.6,
  "elements": ["Re", "N", "C", "C", "C", "C", "C", "C", "S", "N", "C", "C", "C", "C", "C", "C", "N", "H", "H", "H", "H", "H", "H", "H", "H", "H", "C", "N", "P", "C", "C", "C", "C", "C", "C", "C", "C", "C", "C", "C", "C", "P", "C", "C", "C", "C", "C", "C", "C", "C", "C", "C", "C", "C", "H", "H", "H", "H", "H", "H", "H", "H", "H", "H", "H", "H", "H", "H", "H", "H", "H", "H", "H", "H", "H", "H", "H", "C", "Ge", "C", "C", "C", "C", "C", "C", "C", "C", "C", "C", "C", "C", "C", "C", "C", "C", "C", "C", "H", "H", "H", "H", "H", "H", "H", "H", "H", "H", "H", "H", "H", "H", "H", "H"],
  "coordinates": [[0.400, -0.295, -0.080], [0.226, -1.255, -4.166], [-0.833, -0.566, -4.876], [-1.337, -1.060, -6.030], [-2.408, -0.486, -6.697], [-3.061, 0.658, -6.125], [-2.514, 1.228, -4.998], [-1.391, 0.610, -4.419], [-0.607, 1.339, -3.054], [-0.098, -0.155, -2.176], [0.326, -1.174, -2.850], [0.805, -2.337, -2.061], [0.919, -3.562, -2.657], [1.012, -4.725, -1.797], [0.901, -4.643, -0.441], [0.669, -3.281, 0.228], [0.816, -2.133, -0.716], [0.785, -1.929, -4.660], [-0.846, -2.015, -6.385], [-2.846, -1.129, -7.444], [-3.941, 1.056, -6.553], [-2.948, 2.146, -4.612], [0.953, -3.627, -3.697], [1.317, -5.686, -2.288], [0.915, -5.578, 0.191], [-0.310, -3.224, 0.647], [-2.322, -2.708, 2.385], [-1.618, -1.629, 1.663], [-0.188, -0.913, 2.152], [-0.475, 0.247, 3.593], [-1.466, -0.019, 4.545], [-1.539, 0.800, 5.623], [-0.681, 1.850, 5.768], [0.279, 2.167, 4.850], [0.360, 1.357, 3.692], [0.884, -2.279, 2.659], [1.606, -3.040, 1.506], [2.375, -4.202, 1.971], [2.588, -4.443, 3.263], [1.969, -3.616, 4.296], [1.105, -2.609, 3.948], [-2.161, -0.862, 0.312], [-3.779, -0.160, 0.845], [-4.920, -0.879, 0.558], [-6.160, -0.406, 0.908], [-6.222, 0.740, 1.705], [-5.041, 1.418, 2.056], [-3.790, 0.990, 1.558], [-2.595, -1.813, -1.097], [-3.362, -1.092, -2.014], [-3.796, -1.661, -3.150], [-3.457, -2.997, -3.503], [-2.798, -3.728, -2.545], [-2.489, -3.166, -1.296], [-3.076, -2.390, 3.036], [-1.702, -3.338, 3.003], [-2.756, -3.303, 1.604], [-2.052, -0.975, 4.504], [-2.238, 0.552, 6.393], [-0.793, 2.435, 6.675], [0.894, 3.028, 5.017], [1.122, 1.570, 2.970], [2.340, -2.417, 1.069], [2.916, -4.741, 1.168], [3.233, -5.267, 3.565], [2.167, -3.705, 5.341], [0.609, -2.115, 4.797], [-4.956, -1.771, -0.082], [-7.043, -1.038, 0.734], [-7.208, 1.084, 2.112], [-5.102, 2.125, 2.864], [-2.908, 1.443, 2.016], [-3.605, -0.013, -1.827], [-4.360, -1.123, -3.909], [-3.707, -3.307, -4.522], [-2.664, -4.793, -2.691], [-2.007, -3.783, -0.591], [2.123, 0.160, 0.296], [2.745, 2.119, 0.109], [3.001, 2.290, -1.823], [3.256, 1.241, -2.696], [3.458, 1.404, -4.032], [3.414, 2.716, -4.550], [3.158, 3.794, -3.704], [2.938, 3.595, -2.375], [4.271, 2.563, 1.154], [4.203, 2.071, 2.464], [5.193, 2.365, 3.440], [6.297, 3.077, 3.049], [6.510, 3.403, 1.701], [5.454, 3.202, 0.760], [1.208, 3.135, 0.663], [-0.058, 2.872, 0.077], [-1.154, 3.660, 0.293], [-0.959, 4.797, 1.083], [0.289, 5.071, 1.636], [1.353, 4.264, 1.440], [3.101, -0.264, 0.652], [3.371, 0.232, -2.304], [3.678, 0.559, -4.686], [3.688, 2.759, -5.598], [3.332, 4.771, -4.136], [2.935, 4.457, -1.685], [3.298, 1.571, 2.784], [5.045, 2.128, 4.462], [7.062, 3.270, 3.879], [7.393, 3.927, 1.377], [5.523, 3.584, -0.259], [-0.299, 1.976, -0.503], [-2.129, 3.588, -0.142], [-1.703, 5.551, 1.275], [0.355, 5.993, 2.256], [2.333, 4.419, 1.866]],
  "atomic_forces_ev_per_a": [[-0.7, 0.3, -1.4], [-0.8, 1.1, -1.5], [0.6, 0.6, 0.5], [0.6, -2.3, -1.4], [-1.0, 0.3, 1.5], [1.6, -1.8, -0.8], [0.6, -0.4, 0.0], [-0.3, 0.4, 0.7], [0.8, -0.6, 1.4], [-0.1, 1.4, 0.3], [0.5, -0.5, 0.6], [-0.7, -0.7, -1.3], [0.1, 0.8, 2.5], [1.0, -1.0, 0.5], [-0.2, -0.1, -0.9], [1.2, -0.6, 0.3], [-0.9, 0.0, 1.2], [-0.2, -0.1, -0.1], [-0.9, 1.1, 0.0], [-0.1, 0.6, -0.6], [-0.7, 0.3, -0.5], [0.2, -0.2, 0.3], [-0.1, -0.4, -1.4], [-0.7, 0.9, 0.7], [0.1, 1.3, -0.7], [-1.0, -0.3, 0.1], [0.6, -0.2, -1.1], [-0.1, -1.6, 1.7], [0.9, -0.1, 1.4], [0.4, -0.6, -1.6], [0.2, -2.0, -1.0], [-0.8, -0.6, 0.5], [0.0, 1.1, 1.3], [-0.2, -0.8, -1.4], [-0.1, 0.3, 1.4], [-0.2, 0.3, -2.0], [-1.7, 0.3, 0.2], [0.5, -0.4, -1.0], [-0.1, 0.0, 1.8], [0.9, -1.2, -0.9], [-0.6, 0.5, 1.2], [-0.6, 2.1, -0.1], [1.8, -1.3, -1.5], [-1.0, -0.6, -1.4], [-0.6, 0.0, 1.1], [-0.5, 0.6, 0.4], [-0.3, -1.0, -0.1], [-1.4, 1.2, 2.3], [-1.3, -0.8, 0.1], [0.2, 2.3, 0.6], [-0.3, -1.3, -2.5], [-0.1, 1.6, 0.3], [-0.7, -0.8, 0.1], [0.8, 0.0, -1.3], [-1.4, 1.0, 0.7], [0.8, -0.1, -0.2], [-0.4, -0.6, -0.1], [0.4, 1.2, -0.1], [-0.3, 0.1, 0.4], [0.2, 0.1, -0.1], [0.4, 0.2, -0.2], [0.1, 0.0, -0.5], [1.1, 1.2, -0.4], [-0.4, 0.1, 0.8], [-0.1, 0.2, 0.0], [0.3, -0.6, 0.4], [0.1, 0.2, -0.7], [0.6, 0.3, 0.5], [0.4, 0.6, -0.1], [1.1, -0.3, -0.4], [0.1, 0.6, -0.2], [0.1, 0.0, -0.6], [0.3, -1.1, -0.2], [0.0, 0.3, 0.4], [0.1, -0.4, 0.6], [0.3, 0.0, 0.0], [0.4, -0.7, 0.8], [2.6, 1.3, 1.0], [-0.7, -0.4, -1.2], [-0.3, 1.1, -0.3], [0.0, -1.2, 1.4], [-0.1, 1.4, -1.2], [0.2, -1.7, 0.2], [0.9, 0.0, -1.8], [0.6, -0.4, 1.9], [1.0, -0.8, 1.1], [0.5, 0.8, 1.0], [-1.5, 0.0, -1.9], [2.0, -0.1, 0.8], [-1.7, 0.2, -0.5], [0.6, 0.2, 0.7], [-1.1, -0.4, -1.1], [0.7, -0.8, 0.7], [-0.1, 1.9, 0.9], [0.8, 0.2, 0.1], [-1.7, 2.1, 1.1], [1.3, -1.1, -0.2], [-1.0, -0.4, -0.4], [-0.1, 0.0, 0.2], [0.0, 0.3, 0.2], [-0.2, 0.8, 0.1], [-0.4, 0.2, 0.2], [-0.4, -0.4, -0.5], [0.0, -0.3, 0.1], [-0.1, -0.4, 0.7], [-1.0, 0.0, -1.6], [0.2, 0.0, 0.0], [0.3, -0.1, 0.2], [0.5, -0.2, -0.4], [-0.3, -0.8, -0.4], [-0.5, -0.2, -0.2], [0.2, -0.8, -0.5], [0.0, 0.5, 0.2]]
}

Record 3
{
  "formula": "C25H40Cl4N3O3PtSi",
  "method": "wB97M-V/def2-TZVPD",
  "charge": -1,
  "e_tot_ev": -98404.490,
  "s2": 2.01,
  "spin_multiplicity": 3,
  "e_lumo_ev": [2.331, 2.329],
  "de_lowest_kcal_mol": 0.0,
  "elements": ["C", "C", "H", "H", "H", "C", "C", "H", "H", "H", "H", "Pt", "Cl", "Cl", "C", "O", "N", "C", "C", "H", "H", "H", "H", "H", "H", "H", "H", "H", "C", "C", "N", "H", "C", "O", "H", "H", "H", "H", "O", "C", "C", "C", "H", "C", "H", "C", "H", "C", "C", "H", "H", "H", "Si", "Cl", "C", "C", "C", "H", "H", "H", "H", "H", "H", "H", "H", "H", "Cl", "C", "C", "C", "C", "N", "C", "H", "H", "H", "H"],
  "coordinates": [[-2.710, -2.326, -2.817], [-1.565, -2.227, -3.778], [-3.626, -1.907, -3.246], [-2.478, -1.790, -1.892], [-2.922, -3.372, -2.552], [-1.724, -2.185, -5.112], [-3.040, -2.188, -5.810], [-0.855, -2.210, -5.768], [-3.759, -1.500, -5.352], [-3.503, -3.183, -5.831], [-2.890, -1.878, -6.850], [-1.049, 0.209, 3.553], [-0.541, -1.823, 4.585], [-1.909, -1.007, 1.727], [1.796, -0.372, 2.796], [0.966, 0.590, 2.960], [3.009, -0.098, 2.342], [3.363, 1.283, 2.021], [3.943, -1.167, 1.982], [1.547, -1.416, 3.029], [2.958, 1.962, 2.783], [2.968, 1.579, 1.034], [4.456, 1.346, 2.006], [3.714, -2.042, 2.603], [4.971, -0.837, 2.157], [3.846, -1.453, 0.924], [-5.197, 1.633, 2.150], [-3.003, 0.862, 0.366], [-4.739, 2.622, 1.998], [-2.995, 1.963, 0.344], [-3.319, 2.505, 1.659], [-4.860, 3.231, 2.903], [-2.382, 2.634, 2.588], [-1.222, 2.100, 2.523], [-2.008, 2.322, 0.038], [-2.660, 3.230, 3.471], [-5.236, 3.108, 1.155], [-3.752, 2.319, -0.359], [-0.206, -0.973, -2.305], [-0.185, -2.137, -3.130], [1.195, -1.009, -4.913], [0.972, -2.131, -4.112], [0.549, -0.130, -4.797], [2.190, -1.053, -5.895], [-0.117, -3.016, -2.467], [1.781, -3.271, -4.241], [2.369, -0.162, -6.496], [2.924, -2.224, -6.106], [2.718, -3.333, -5.273], [1.605, -4.102, -3.551], [3.639, -2.276, -6.932], [3.294, -4.250, -5.426], [0.893, 0.073, -1.594], [-3.326, 0.308, 4.201], [1.013, 1.631, -2.598], [2.527, -0.810, -1.418], [0.087, 0.474, 0.002], [1.528, 1.448, -3.549], [1.583, 2.376, -2.020], [0.023, 2.056, -2.817], [-0.993, 0.402, -0.155], [0.326, 1.446, 0.445], [0.326, -0.321, 0.708], [2.872, -1.155, -2.401], [2.439, -1.688, -0.766], [3.308, -0.156, -1.009], [2.822, 1.537, 7.456], [1.230, 1.821, 6.907], [0.440, 2.828, 7.465], [-0.837, 3.009, 6.938], [-1.254, 2.224, 5.863], [-0.446, 1.315, 5.288], [0.747, 1.042, 5.856], [0.839, 3.428, 8.276], [-1.524, 3.757, 7.328], [-2.259, 2.292, 5.454], [1.318, 0.216, 5.456]],
  "atomic_forces_ev_per_a": [[-0.1, 0.1, 0.2], [0.3, 0.2, -0.9], [0.1, -0.1, 0.1], [-0.1, -0.1, -0.1], [0.1, 0.2, -0.1], [0.3, -0.3, 0.7], [-0.3, 0.0, -0.4], [-0.1, 0.1, 0.3], [0.1, -0.1, -0.1], [0.0, 0.1, 0.0], [-0.2, 0.0, 0.1], [-0.8, -0.6, 0.3], [0.8, -1.5, 1.1], [-0.6, -1.2, -1.3], [-2.2, 2.5, 0.4], [3.6, -2.3, -0.7], [1.0, -0.1, -0.4], [0.0, -0.1, -0.1], [-0.4, 0.0, 0.0], [-0.1, 0.2, 0.0], [0.1, -0.3, -0.3], [0.1, -0.1, 0.4], [-0.2, 0.1, 0.0], [0.2, 0.2, -0.2], [-0.2, -0.1, 0.1], [0.1, 0.1, 0.3], [0.3, 0.2, 0.1], [0.1, 0.3, 0.0], [0.4, 0.2, -0.2], [-0.1, -0.3, 0.2], [-0.6, 0.2, -0.4], [0.0, -0.3, -0.2], [2.2, -1.1, 0.4], [-2.3, 3.0, -0.9], [-0.2, -0.1, 0.1], [-0.1, -0.2, -0.2], [-0.1, 0.1, 0.1], [0.0, 0.1, 0.0], [0.1, -0.2, -0.4], [0.0, 0.4, 0.5], [0.2, -0.3, -0.3], [-0.1, -0.3, 0.2], [0.4, -0.4, 0.0], [-0.2, 0.0, 0.2], [0.3, 0.1, -0.1], [-0.4, 0.5, -0.3], [0.0, -0.3, 0.0], [-0.1, -0.1, 0.1], [0.1, 0.1, 0.0], [0.2, 0.2, -0.4], [-0.2, 0.0, 0.4], [-0.1, 0.3, 0.0], [-0.9, -0.4, 0.2], [-1.9, 0.4, 0.9], [0.4, 0.3, -0.5], [0.5, 0.0, -0.3], [0.5, 0.1, -0.4], [0.0, 0.2, 0.1], [-0.1, -0.1, -0.2], [0.2, -0.2, 0.1], [0.3, 0.0, 0.1], [0.0, -0.2, 0.0], [-0.2, 0.2, 0.0], [0.0, 0.0, 0.2], [-0.1, 0.2, -0.1], [-0.1, -0.1, 0.0], [0.7, -0.1, 0.4], [-1.1, 0.1, -0.5], [0.1, -0.3, -0.4], [0.0, -0.2, -0.1], [0.8, 0.0, 0.0], [0.5, 0.4, 1.9], [-0.7, 1.0, 0.0], [-0.2, 0.0, -0.1], [0.2, -0.1, 0.1], [0.2, 0.0, -0.1], [-0.1, 0.0, -0.1]]
}